This record from OMol25 describes C11H15N5S2 in the gas phase at a distorted geometry. The level of theory is the ωB97M-V functional and the def2-TZVPD basis.

The charge is 0. Its SMILES is CCCSc1nnc(CSc2ncccn2)n1C. Its multiplicity is 1. For the highest occupied orbital energy, the calculation gives -8.17 eV. The largest force on an atom is 1.4 eV Å⁻¹.

Each line ends with the natural charge from an NBO analysis.
Atoms and positions in Å:
C -3.79306 -2.01686 1.57455  -0.603
C -2.89646 -1.31347 0.56335  -0.417
C -3.35449 0.11870 0.34933  -0.499
H -3.27219 0.69901 1.26680  0.243
H -4.37477 0.16031 -0.03297  0.222
S -2.34962 0.97906 -0.90122  0.233
C -0.92011 1.25680 0.04199  0.169
N -0.74741 0.93233 1.29559  -0.339
N 0.48869 1.31801 1.64224  -0.281
C 1.05794 1.86665 0.60681  0.322
N 0.19311 1.86606 -0.45825  -0.365
C 0.41877 2.32942 -1.79555  -0.415
H 1.28903 1.82042 -2.21370  0.226
H -0.46080 2.10052 -2.39527  0.227
H 0.58533 3.40850 -1.80215  0.210
C 2.43339 2.40309 0.55445  -0.561
H 2.55989 3.23073 1.25220  0.256
H 2.69697 2.71393 -0.45453  0.235
S 3.66299 1.16005 1.11682  0.323
C 3.16407 -0.22787 0.19585  0.256
N 3.73437 -1.37718 0.53305  -0.457
C 3.33008 -2.45204 -0.11252  0.095
C 2.34934 -2.40205 -1.09776  -0.327
C 1.85392 -1.14291 -1.39534  0.092
N 2.26355 -0.05443 -0.76523  -0.514
H 1.10654 -0.98456 -2.16363  0.197
H 2.00351 -3.28507 -1.60725  0.228
H 3.80675 -3.37971 0.17627  0.200
H -1.86968 -1.29992 0.93284  0.229
H -2.91704 -1.84915 -0.38899  0.196
H -3.45808 -3.03974 1.72555  0.213
H -3.76065 -1.49977 2.53023  0.208
H -4.82390 -2.03884 1.22646  0.197